Here is 2 unconnected molecules or ions with the total composition C4H8NO2 at a distorted geometry from the OMol25 dataset. Energies are from ωB97M-V/def2-TZVPD.

## Properties
- energy relative to the best compared isomer or geometry (same formula, charge and spin) (kcal/mol) = 30.6
- charge = -1
- orbital gap (eV) = 7.84
- lowest unoccupied orbital energy (eV) = 4.23

Structure (XYZ):
```
15
Properties=species:S:1:pos:R:3:forces:R:3
C -0.426302 -0.754861 -2.637577 0.197 -0.711 -0.251
C 0.863658 -0.376780 -2.406901 -0.310 0.601 1.185
N 1.360709 0.018400 -1.166010 0.094 -0.764 -2.676
H -0.978316 -1.269506 -1.823249 0.056 1.127 -0.505
H -0.877399 -0.707650 -3.654311 0.644 -0.491 0.829
H 1.615708 -0.338491 -3.224331 -0.625 0.480 0.412
H 0.844251 0.112382 -0.294098 -0.206 -0.405 -0.050
H 2.348922 0.109618 -1.138912 0.487 0.025 0.351
O 0.460928 -0.612547 1.344292 -1.226 1.446 0.367
C -0.287135 0.421215 1.536124 0.995 -0.813 0.431
O -0.419398 1.403322 0.776351 -0.128 -0.375 0.270
C -1.006736 0.470111 2.908043 1.075 0.471 0.590
H -2.027177 0.778875 2.817764 -0.734 0.180 -0.235
H -0.953419 -0.507304 3.392621 0.032 0.153 0.040
H -0.518296 1.253216 3.570195 -0.352 -0.924 -0.759
```
Positions in Å, forces in eV/Å.

Here are the Löwdin charges for atoms 1 to 6, given in e:
1 C -0.0921
2 C -0.3187
3 N 0.0622
4 H 0.0388
5 H 0.0130
6 H 0.0860



Here is 2 unconnected molecules or ions with the total composition C3H9N3 at a distorted geometry from the OMol25 dataset. Energies are from ωB97M-V/def2-TZVPD.

## Properties
- energy relative to the best compared isomer or geometry (same formula, charge and spin) (kcal/mol) = 53.5
- orbital gap (eV) = 10.10
- structure (SMILES) = [H]/N=C/N.C=NC
- lowest unoccupied orbital energy (eV) = 0.78

Structure (XYZ):
```
15
Properties=species:S:1:pos:R:3:forces:R:3
H -2.252498 -1.995663 -0.883695 -0.312 -0.345 0.346
N -2.810967 -1.201863 -0.586719 -0.300 0.711 0.027
C -2.087884 -0.492502 0.183787 0.415 -0.692 -0.614
N -2.345348 0.764033 0.671322 0.058 -0.227 0.416
H -1.124684 -0.906177 0.497190 0.298 0.576 -0.015
H -1.572943 1.397712 0.614008 0.087 0.132 0.403
H -3.253497 1.156838 0.831588 -0.200 -0.169 -0.542
C 1.747771 1.334454 0.359672 0.392 -0.635 -1.833
N 1.642904 0.109735 0.652967 1.548 -0.084 0.394
C 2.022861 -0.791015 -0.483371 -2.010 -0.138 1.006
H 2.024637 2.127676 1.030737 -0.922 0.198 0.801
H 1.767827 1.594167 -0.724410 0.299 0.258 0.425
H 3.089184 -0.703602 -0.655343 -0.063 0.251 -0.398
H 1.332025 -0.565331 -1.301189 0.665 0.043 -0.539
H 1.820615 -1.828467 -0.206537 0.047 0.119 0.122
```
Positions in Å, forces in eV/Å.

Here are the Löwdin charges for atoms 1 to 6, given in e:
1 H 0.0228
2 N 0.0529
3 C -0.4014
4 N 0.0667
5 H 0.0959
6 H 0.0664



Here is 6 unconnected molecules or ions with the total composition C20H55BrF3O21P5Si at a distorted geometry from the OMol25 dataset. Energies are from ωB97M-V/def2-TZVPD.

## Properties
- energy relative to the best compared isomer or geometry (same formula, charge and spin) (kcal/mol) = 0.0
- orbital gap (eV) = 7.70
- structure (SMILES) = FC(F)(F)OC[SiH2]CCCBr.COP(=O)(OC)OC.COP(=O)(OC)OC.COP(=O)(OC)OC.COP(=O)(OC)OC.COP(=O)(OC)OC
- lowest unoccupied orbital energy (eV) = -2.23

Structure (XYZ):
```
106
Properties=species:S:1:pos:R:3:forces:R:3
F 3.429635 0.479361 -0.797750 -0.181 -0.093 -0.131
C 3.112032 1.096341 0.350678 0.374 0.526 1.034
F 4.111071 0.870287 1.226040 -0.111 -0.197 -0.235
F 2.009797 0.520682 0.851737 0.001 -0.182 -0.327
O 3.003698 2.419530 0.248128 -0.184 0.024 -0.217
C 1.967578 2.931306 -0.630947 -0.043 0.433 -0.072
Si 0.594637 3.874172 0.289242 -0.046 -0.436 0.625
C -0.672893 2.763625 1.116609 0.061 0.776 -0.293
C -1.975715 2.618525 0.344147 0.623 -0.521 0.094
C -1.961019 1.640726 -0.811234 -0.549 0.161 0.187
Br -1.078899 -0.042296 -0.445153 0.112 -0.109 -0.170
H 2.460718 3.646593 -1.272756 0.318 0.298 -0.230
H 1.604956 2.167633 -1.298879 -0.271 -0.502 -0.133
H 1.266116 4.626145 1.371884 0.137 0.137 -0.158
H -0.106225 4.786118 -0.638704 0.155 0.003 -0.143
H -0.919334 3.257879 2.045052 -0.028 0.269 0.437
H -0.240813 1.823520 1.410553 0.125 -0.542 0.002
H -2.749800 2.349932 1.042798 -0.436 -0.209 0.253
H -2.242813 3.571545 -0.084371 -0.279 0.470 -0.124
H -2.980735 1.390920 -1.034526 -0.451 -0.313 -0.190
H -1.567965 2.060797 -1.717544 0.653 0.067 -0.321
C -2.968438 -0.210222 2.746431 0.023 -0.107 0.246
O -2.820999 0.953791 3.602101 -2.648 -0.378 -1.969
P -4.145111 1.551218 4.402364 2.565 1.885 5.131
O -3.606204 2.875504 4.792025 -0.148 -0.175 -0.512
O -4.097342 0.412125 5.558270 -0.400 0.040 0.023
C -2.957203 0.350158 6.415988 0.268 -0.213 -0.128
O -5.754291 1.729817 4.539218 0.335 -1.486 -2.887
C -6.215221 2.287574 5.767376 -0.255 0.307 0.412
H -1.979391 -0.502484 2.412449 0.077 0.121 0.032
H -3.422171 -1.043378 3.290044 -0.009 0.089 0.045
H -3.574871 0.036295 1.875977 0.057 -0.037 -0.051
H -2.442729 1.309425 6.463721 -0.051 0.041 -0.058
H -2.266038 -0.418185 6.068179 0.021 0.019 -0.020
H -3.310401 0.078619 7.409245 -0.063 0.002 -0.012
H -5.903362 3.325061 5.854908 0.151 -0.018 -0.037
H -5.860561 1.711395 6.621091 0.090 -0.020 -0.075
H -7.301932 2.241978 5.735839 0.017 -0.085 -0.132
C 2.831362 1.903719 -4.277051 -0.077 -0.076 -0.262
O 1.689884 2.779317 -4.413510 3.529 0.357 1.467
P 1.924729 4.429836 -4.704088 -7.617 1.316 -3.507
O 0.502854 4.717061 -4.322131 0.237 -0.159 0.726
O 2.142951 4.222220 -6.297717 0.786 0.199 0.108
C 1.147454 3.516269 -7.041439 0.018 -0.394 -0.038
O 2.403154 6.005483 -4.772310 3.278 -1.332 1.559
C 1.565006 6.888148 -5.512423 -0.286 0.360 -0.262
H 2.454136 0.886405 -4.211427 -0.110 0.014 -0.033
H 3.493561 1.983945 -5.144663 -0.043 -0.022 0.034
H 3.388557 2.130178 -3.367565 -0.010 -0.053 0.025
H 0.179876 3.550088 -6.541365 0.048 0.047 0.108
H 1.446580 2.480038 -7.187663 -0.004 -0.079 0.027
H 1.071014 3.998804 -8.013862 0.094 0.084 0.022
H 0.607852 7.009564 -5.013585 -0.017 -0.167 0.036
H 1.419876 6.535912 -6.532542 0.004 -0.087 0.033
H 2.080141 7.846772 -5.539151 0.167 -0.087 0.053
C -6.280438 -3.384415 9.970023 0.027 0.179 -0.101
O -5.744478 -3.763108 8.680519 -2.449 -1.664 0.924
P -6.793226 -4.076587 7.440498 2.180 2.504 -3.811
O -5.943563 -4.760486 6.448340 -0.191 -0.265 0.526
O -7.066247 -2.508119 7.128974 -0.248 -0.107 -0.249
C -5.991913 -1.724217 6.604993 0.117 0.142 0.174
O -8.327230 -4.487328 7.155616 0.484 -0.523 2.878
C -8.761747 -4.353813 5.803795 -0.262 -0.102 -0.541
H -5.443958 -3.110378 10.605892 0.097 -0.033 -0.089
H -6.950717 -2.526317 9.875769 0.023 -0.040 -0.055
H -6.811936 -4.218460 10.426285 0.022 -0.006 0.019
H -5.251218 -2.348607 6.106045 -0.018 -0.046 0.018
H -5.512381 -1.161568 7.406617 0.020 -0.019 0.017
H -6.406639 -1.021034 5.887219 -0.073 -0.007 0.005
H -8.252478 -5.072891 5.166728 0.135 0.023 0.045
H -8.602090 -3.341484 5.436835 0.095 -0.002 0.089
H -9.828229 -4.567906 5.802015 0.016 -0.011 0.141
C 6.429097 -1.026610 0.856384 0.233 0.010 -0.139
O 7.304246 -2.039887 0.290036 -2.982 -0.185 -0.806
P 7.157595 -2.518646 -1.277829 5.100 -0.264 -1.427
O 7.978910 -3.743053 -1.315312 -0.539 -0.048 0.258
O 7.905139 -1.216666 -1.895553 -0.304 -0.078 -0.301
C 9.294493 -1.038656 -1.619219 0.076 0.175 0.221
O 6.112629 -2.625209 -2.508335 -1.661 0.796 2.315
C 6.658362 -2.963846 -3.779553 0.298 -0.274 -0.534
H 6.792208 -0.817422 1.857735 0.078 -0.084 0.007
H 6.457857 -0.106639 0.269828 0.041 -0.084 -0.064
H 5.406947 -1.391116 0.918846 -0.004 -0.034 0.013
H 9.775701 -1.984397 -1.372644 -0.067 -0.044 -0.003
H 9.426885 -0.335863 -0.795927 -0.009 -0.024 0.033
H 9.754347 -0.622290 -2.513164 -0.042 0.004 -0.036
H 7.033001 -3.984834 -3.785512 0.086 0.006 0.200
H 7.447177 -2.274099 -4.074180 0.025 0.032 0.174
H 5.849097 -2.891537 -4.498555 -0.084 0.080 0.075
C 3.314562 -2.643557 -3.735591 -0.256 -0.157 -0.166
O 1.911694 -3.012562 -3.777172 0.621 3.008 -0.459
P 0.950736 -2.388781 -4.962475 -2.586 -4.195 -1.388
O -0.413154 -2.670363 -4.479185 0.374 0.450 0.200
O 1.492756 -3.418259 -6.095743 -0.204 0.189 -0.279
C 1.174075 -4.803679 -5.961857 0.201 -0.151 0.106
O 0.866525 -1.159978 -6.006061 2.109 0.801 1.932
C -0.119021 -1.283874 -7.030480 -0.442 0.130 -0.370
H 3.801247 -3.236117 -2.971037 -0.149 -0.077 0.079
H 3.789915 -2.842666 -4.697669 -0.132 -0.014 -0.041
H 3.419555 -1.589750 -3.485649 0.073 0.034 0.086
H 0.283605 -4.950511 -5.351551 -0.010 0.069 0.020
H 2.012950 -5.341632 -5.518619 -0.007 0.009 0.045
H 0.994943 -5.195434 -6.961041 0.003 0.036 -0.031
H -1.118519 -1.238972 -6.604984 0.019 -0.091 0.111
H 0.012650 -2.205559 -7.593785 0.058 -0.044 0.108
H 0.023528 -0.436610 -7.698052 0.108 0.030 0.082
```
Positions in Å, forces in eV/Å.

Here are the Löwdin charges for atoms 1 to 6, given in e:
1 F 0.1518
2 C -0.7364
3 F 0.1472
4 F 0.1365
5 O -0.0115
6 C -0.2655